1.
{
  "formula": "C4H8N2O",
  "method": "ωB97M-V/def2-TZVPD",
  "total_charge": 0,
  "de_lowest_kcal_mol": 143.9,
  "total_energy_ha": -341.77428,
  "e_lumo_ha": 0.0315,
  "elements": ["C", "C", "C", "C", "N", "N", "O", "H", "H", "H", "H", "H", "H", "H", "H"],
  "coordinates": [[2.535, -1.378, -0.274], [2.833, -0.197, 0.199], [2.621, 0.954, 0.732], [-3.338, 0.161, -0.135], [-2.291, -0.756, 0.084], [-1.124, -0.513, -0.055], [-0.743, 0.781, -0.424], [1.885, -1.369, -1.227], [3.043, -2.288, -0.005], [0.251, 0.576, -0.283], [3.338, 1.791, 0.559], [1.832, 1.133, 1.493], [-2.903, 1.182, -0.450], [-4.003, 0.026, 0.853], [-3.937, -0.104, -1.066]]
}

***

2.
{
  "formula": "C4H8N2O",
  "method": "ωB97M-V/def2-TZVPD",
  "total_charge": 0,
  "de_lowest_kcal_mol": 128.2,
  "total_energy_ha": -341.79937,
  "e_lumo_ha": 0.0289,
  "elements": ["C", "C", "N", "C", "C", "N", "O", "H", "H", "H", "H", "H", "H", "H", "H"],
  "coordinates": [[-1.960, -0.550, -0.055], [-0.706, 0.249, -0.148], [-0.596, 1.656, 0.250], [0.809, 1.305, 0.738], [0.592, -0.011, 0.074], [1.268, -0.917, -0.703], [2.177, -1.765, -0.023], [-2.699, -0.377, -0.840], [-2.404, -0.235, 0.900], [-1.760, -1.627, 0.008], [0.411, -1.282, -1.195], [-0.437, 2.191, -0.611], [0.746, 1.278, 1.833], [1.649, 1.927, 0.425], [2.909, -1.844, -0.655]]
}

***

3.
{
  "formula": "C4H8N2O",
  "method": "ωB97M-V/def2-TZVPD",
  "total_charge": 0,
  "de_lowest_kcal_mol": 63.6,
  "total_energy_ha": -341.90235,
  "e_lumo_ha": 0.0245,
  "elements": ["C", "C", "N", "C", "C", "O", "N", "H", "H", "H", "H", "H", "H", "H", "H"],
  "coordinates": [[-2.564, 0.232, -1.453], [1.026, -0.621, 0.963], [1.402, -1.519, -0.035], [1.681, 0.489, 1.286], [-1.157, 0.349, -1.197], [1.408, 1.108, 2.492], [-0.031, 0.455, -1.036], [1.641, 2.034, 2.441], [2.012, -1.087, -0.721], [0.617, -1.961, -0.492], [2.502, 0.879, 0.697], [0.235, -0.967, 1.613], [-2.878, -0.805, -1.336], [-2.776, 0.560, -2.471], [-3.118, 0.855, -0.751]]
}

***

4.
{
  "formula": "C4H8N2O",
  "method": "ωB97M-V/def2-TZVPD",
  "total_charge": 0,
  "de_lowest_kcal_mol": 103.5,
  "total_energy_ha": -341.83868,
  "e_lumo_ha": 0.0431,
  "elements": ["C", "C", "C", "C", "N", "N", "O", "H", "H", "H", "H", "H", "H", "H", "H"],
  "coordinates": [[-0.013, 0.075, -0.497], [1.312, 0.469, -0.081], [-0.683, -1.166, -0.012], [-1.102, 0.101, 0.520], [2.282, -0.390, -0.005], [-2.444, 0.553, 0.030], [3.475, 0.327, 0.091], [-0.157, 0.421, -1.574], [1.457, 1.503, 0.012], [-1.316, -1.473, -0.771], [-0.183, -1.836, 0.703], [-0.836, 0.344, 1.484], [-2.617, 1.567, 0.128], [-3.221, -0.067, -0.163], [4.048, -0.427, 0.136]]
}

***

5.
{
  "formula": "C4H8N2O",
  "method": "ωB97M-V/def2-TZVPD",
  "total_charge": 0,
  "de_lowest_kcal_mol": 25.9,
  "total_energy_ha": -341.96242,
  "e_lumo_ha": 0.0308,
  "elements": ["C", "C", "C", "N", "C", "N", "H", "H", "H", "H", "H", "H", "H", "H", "O"],
  "coordinates": [[-2.035, 0.926, -0.979], [-0.793, 0.220, -0.659], [0.174, 0.543, 0.265], [1.233, -0.363, 0.144], [0.965, -1.078, -0.908], [-0.256, -0.759, -1.437], [-2.202, 1.823, -0.390], [-2.000, 1.334, -2.001], [-2.932, 0.303, -1.084], [0.233, 1.270, 1.052], [1.694, -1.658, -1.454], [-0.596, -1.209, -2.271], [2.109, -0.683, 2.465], [2.553, -0.364, 3.954], [1.853, -0.307, 3.303]]
}

***

6.
{
  "formula": "C4H8N2O",
  "method": "ωB97M-V/def2-TZVPD",
  "total_charge": 0,
  "de_lowest_kcal_mol": 62.2,
  "total_energy_ha": -341.90454,
  "e_lumo_ha": 0.0342,
  "elements": ["C", "N", "C", "C", "O", "C", "N", "H", "H", "H", "H", "H", "H", "H", "H"],
  "coordinates": [[-1.700, 1.117, 0.724], [-0.513, 0.279, 0.590], [0.322, 0.592, -0.531], [1.645, 0.461, -0.383], [2.197, 0.061, 0.789], [0.437, -2.492, -0.958], [-0.635, -2.866, -1.166], [-2.371, 1.070, -0.149], [-2.269, 0.790, 1.599], [-1.415, 2.162, 0.886], [-0.812, -0.695, 0.545], [-0.119, 0.927, -1.469], [1.409, -2.106, -0.722], [2.377, 0.607, -1.174], [1.448, 0.091, 1.419]]
}

***

7.
{
  "formula": "C4H8N2O",
  "method": "ωB97M-V/def2-TZVPD",
  "total_charge": 0,
  "de_lowest_kcal_mol": 108.4,
  "total_energy_ha": -341.83088,
  "e_lumo_ha": 0.0352,
  "elements": ["C", "C", "N", "C", "C", "O", "N", "H", "H", "H", "H", "H", "H", "H", "H"],
  "coordinates": [[-1.321, 0.712, -0.969], [0.378, -0.945, 0.091], [0.446, -2.112, -0.490], [0.600, -0.352, 1.296], [0.078, 0.464, -0.434], [1.086, 1.899, 1.169], [0.191, 0.851, 0.955], [0.812, 2.230, 2.043], [0.245, -2.262, -1.475], [0.705, -2.963, 0.002], [0.965, -0.770, 2.235], [0.857, 0.905, -1.071], [-1.505, 1.786, -1.082], [-2.098, 0.304, -0.313], [-1.440, 0.252, -1.956]]
}

***

8.
{
  "formula": "C4H8N2O",
  "method": "ωB97M-V/def2-TZVPD",
  "total_charge": 0,
  "de_lowest_kcal_mol": 32.7,
  "total_energy_ha": -341.95159,
  "e_lumo_ha": 0.0288,
  "elements": ["C", "N", "C", "N", "C", "O", "C", "H", "H", "H", "H", "H", "H", "H", "H"],
  "coordinates": [[1.767, -0.304, 1.681], [0.717, 0.223, 0.833], [0.096, -0.372, -0.234], [0.047, -1.575, -0.662], [-0.611, 0.653, -1.117], [0.058, 1.525, -1.629], [-2.097, 0.543, -1.310], [2.345, 0.546, 2.058], [2.459, -0.948, 1.127], [1.383, -0.854, 2.549], [0.603, 1.223, 0.864], [0.621, -2.236, -0.140], [-2.597, 0.820, -0.373], [-2.404, 1.238, -2.095], [-2.388, -0.482, -1.550]]
}

***

Copy entry 6 word for word.
{
  "formula": "C4H8N2O",
  "method": "ωB97M-V/def2-TZVPD",
  "total_charge": 0,
  "de_lowest_kcal_mol": 62.2,
  "total_energy_ha": -341.90454,
  "e_lumo_ha": 0.0342,
  "elements": ["C", "N", "C", "C", "O", "C", "N", "H", "H", "H", "H", "H", "H", "H", "H"],
  "coordinates": [[-1.700, 1.117, 0.724], [-0.513, 0.279, 0.590], [0.322, 0.592, -0.531], [1.645, 0.461, -0.383], [2.197, 0.061, 0.789], [0.437, -2.492, -0.958], [-0.635, -2.866, -1.166], [-2.371, 1.070, -0.149], [-2.269, 0.790, 1.599], [-1.415, 2.162, 0.886], [-0.812, -0.695, 0.545], [-0.119, 0.927, -1.469], [1.409, -2.106, -0.722], [2.377, 0.607, -1.174], [1.448, 0.091, 1.419]]
}